1.
Molecular formula: C17H12NO5S6Se2TcTe2
Method: DFT, ωB97M-V/def2-TZVPD

XYZ file:
```
46
Properties=species:S:1:pos:R:3:forces:R:3
Tc -0.4404 -0.5691 -0.9527 0.2 0.0 0.6
S -1.4086 5.7744 2.5385 0.0 -0.1 0.0
C -1.1130 4.2831 1.8766 -0.1 0.2 0.0
S -2.2159 2.9638 1.9660 0.0 0.0 0.1
C -1.2918 1.8104 1.0452 -0.1 -0.3 -0.1
C -0.1121 2.2528 0.5744 0.1 -0.2 -0.2
S 0.9443 1.2970 -0.4558 -0.2 0.1 0.2
S 0.3035 3.8930 0.9875 0.1 0.0 0.0
S -1.9631 0.2155 0.7123 0.2 0.3 0.0
Se -2.0566 -2.3589 -1.5368 -0.3 -0.3 0.0
Te -1.0308 -4.2278 -2.8201 -0.3 -0.1 0.1
Te 1.2210 -3.2664 -3.6518 0.3 0.2 -0.2
Se 1.2135 -0.9271 -2.7663 0.3 -0.1 -0.1
O 1.1265 -3.6284 -0.4780 -0.1 0.0 0.0
C 1.0189 -2.8578 0.4677 0.4 -0.1 0.1
O 0.4983 -1.6908 0.4773 -0.2 0.3 -0.1
C 1.6094 -3.2474 1.8147 -0.1 -0.1 -0.1
C 2.3662 -4.4116 1.8996 0.0 0.0 0.0
C 2.9222 -4.8046 3.1053 -0.1 0.2 -0.1
C 2.6921 -4.0053 4.2117 0.4 0.0 0.2
C 1.9412 -2.8470 4.1642 0.0 0.1 -0.1
C 1.4006 -2.4677 2.9455 0.0 0.1 0.0
N 3.2811 -4.4141 5.5084 -1.2 -0.5 0.0
O 2.9962 -3.7541 6.4880 0.4 0.2 0.0
O 3.8788 -5.4718 5.5471 0.4 0.1 0.0
H 2.5048 -4.9993 1.0027 0.0 0.0 0.0
H 3.5171 -5.6998 3.1975 0.0 0.0 0.0
H 1.7919 -2.2608 5.0580 0.0 0.0 0.0
H 0.8129 -1.5643 2.8538 0.0 0.0 0.0
C -1.7087 0.3875 -4.1504 0.0 0.1 -0.1
S -1.9331 0.7339 -2.4205 -0.4 0.0 0.1
O -3.3792 0.5766 -2.1751 0.2 0.0 -0.1
C -1.5879 2.4812 -2.3557 -0.1 0.0 0.0
C -2.4787 3.2366 -1.6081 0.1 0.1 -0.1
C -2.2291 4.5926 -1.4376 -0.1 0.0 0.0
C -1.1108 5.1700 -2.0161 0.0 0.0 -0.1
C -0.2284 4.3987 -2.7634 0.0 0.0 0.0
C -0.4534 3.0414 -2.9248 0.0 0.0 0.0
H -2.4095 1.0353 -4.6744 0.0 0.0 -0.1
H -1.9678 -0.6632 -4.2678 0.0 0.0 0.0
H -0.6808 0.5464 -4.4606 0.0 0.0 0.0
H -3.3388 2.7556 -1.1634 0.0 0.0 0.0
H -2.9016 5.1897 -0.8352 0.0 0.0 0.0
H -0.9126 6.2233 -1.8677 0.0 0.0 0.0
H 0.6542 4.8497 -3.1971 0.0 0.0 0.0
H 0.2580 2.4289 -3.4627 0.0 0.0 0.0
```
Positions in Å, forces in eV/Å.

Results
Spin multiplicity: 4
Largest force on an atom, hartree/bohr: 0.025
LUMO level (alpha / beta), eV: 1.5 / -0.1
Net charge: -1
Orbital gap (alpha / beta), eV: 5.95 / 4.64

2.
Molecular formula: CH4FP
Method: DFT, ωB97M-V/def2-TZVPD

XYZ file:
```
7
Properties=species:S:1:pos:R:3:forces:R:3
C 0.6814 0.1247 -0.5370 -2.0 0.1 2.7
F -1.9449 0.6393 0.2579 0.7 0.1 0.0
P -0.9849 -0.6316 0.0565 1.6 -0.9 2.6
H 0.3401 0.5154 -1.4414 0.2 0.1 -2.2
H 1.4540 -0.6531 -0.5054 -0.2 0.5 -0.3
H 0.8448 1.0444 0.0454 0.6 -0.6 0.2
H -0.3905 -1.0391 2.1241 -0.8 0.7 -3.0
```
Positions in Å, forces in eV/Å.

Results
Largest force on an atom, hartree/bohr: 0.065
LUMO level, eV: -0.1
Energy relative to the best compared isomer or geometry (same formula, charge and spin), kcal/mol: 52.3
Orbital gap, eV: 9.00

3.
Molecular formula: C43H36Cl2N6O4S4W
Method: DFT, ωB97M-V/def2-TZVPD

XYZ file:
```
96
Properties=species:S:1:pos:R:3:forces:R:3
W -15.6206 -15.0665 -3.1914 0.5 -1.6 -0.4
C -12.7719 -16.9541 -5.8601 1.0 -0.1 -0.9
C -13.1069 -18.3377 -5.8794 0.2 0.5 -1.0
C -14.1961 -18.7055 -5.1060 1.8 0.5 -0.5
C -14.8556 -17.8150 -4.2773 0.7 0.0 -1.7
N -14.5117 -16.4985 -4.2894 -0.8 -0.3 0.7
C -13.4942 -16.1128 -5.0710 0.3 -0.9 0.2
C -15.9721 -18.1752 -3.5205 0.3 5.0 3.1
C -16.6867 -19.3534 -3.4869 -1.3 -2.4 -0.4
C -17.9299 -19.5940 -2.9945 0.6 -0.4 0.5
C -18.6837 -18.7531 -2.0136 0.7 1.3 -1.0
C -17.3493 -17.0429 -1.9083 -2.4 0.9 0.6
N -16.2599 -17.0355 -2.7388 1.6 -1.0 -1.9
C -17.4507 -15.7434 -0.9888 0.2 -1.2 -2.4
C -19.4793 -14.3277 -0.2952 1.1 0.0 -1.9
C -18.8090 -13.2261 -0.0290 0.8 1.0 1.6
C -17.4757 -12.8120 -0.4404 -0.1 -0.7 -0.7
C -16.4711 -13.4742 -1.0180 0.4 -1.8 -0.7
N -16.3545 -14.8600 -1.4410 -2.0 0.9 1.4
H -11.9402 -16.4469 -6.4389 -1.0 -1.2 0.6
H -12.5610 -19.0468 -6.5737 -0.8 0.9 1.2
H -14.4602 -19.7087 -5.0361 -0.5 -1.6 -0.1
H -13.1739 -15.1346 -4.9166 0.3 1.7 -0.2
H -16.2150 -20.2176 -3.9622 -0.2 0.4 -0.2
H -18.3146 -20.5766 -3.1887 -0.2 -0.3 0.0
H -19.5775 -19.1944 -1.6392 -0.6 -0.5 0.2
H -20.4050 -14.6040 0.0981 -1.3 -0.1 1.0
H -19.1326 -12.5635 0.7425 -0.8 0.4 0.3
H -17.1883 -11.7955 -0.2779 -0.2 0.5 0.4
H -15.5598 -12.9617 -1.2086 0.7 0.7 -0.1
O -11.9336 -11.0335 -3.5431 1.2 1.6 0.3
C -13.0376 -10.5464 -4.0792 -0.2 -0.2 -0.8
C -13.1339 -9.1879 -4.3598 1.7 1.8 1.7
C -14.2422 -8.6233 -4.9348 0.2 -3.1 -0.4
C -15.2162 -9.5017 -5.4163 -2.0 -0.1 -1.1
C -15.1864 -10.8672 -5.1854 2.6 1.2 1.7
C -14.0715 -11.4042 -4.4431 -2.2 0.4 -0.6
C -14.2250 -12.7208 -3.8591 1.2 0.1 1.0
O -15.1955 -13.5347 -4.3020 0.3 0.1 0.4
N -13.4525 -13.0810 -2.8469 -0.3 -0.5 -1.1
N -13.7027 -14.4217 -2.4449 -0.6 1.6 -0.9
C -12.7695 -14.9513 -1.7300 0.5 0.3 -0.2
S -12.9834 -16.5558 -1.2371 -1.0 -1.1 0.1
C -11.6244 -16.5647 -0.1043 1.2 -0.2 0.9
C -10.4993 -15.8049 -0.8292 0.2 0.8 1.5
S -11.2528 -14.2084 -1.2718 -0.5 -0.2 -0.9
H -12.0740 -11.9485 -3.3588 0.0 -1.3 0.6
H -12.3283 -8.5116 -3.9199 -1.0 -1.1 -0.9
H -14.3323 -7.6123 -5.1196 -0.1 2.0 -0.1
H -16.0736 -9.0852 -6.0012 0.8 -0.4 0.7
H -15.9608 -11.5419 -5.3484 -1.4 -0.7 -0.8
H -11.3328 -17.6101 -0.0055 0.0 0.0 0.2
H -11.9126 -16.1657 0.9194 0.4 -0.3 -1.4
H -9.9806 -16.3819 -1.6091 -0.6 0.4 -0.1
H -9.7266 -15.4132 -0.1536 0.0 -0.7 0.2
C -18.2000 -8.7927 1.6459 -1.5 -1.7 0.5
C -17.5659 -9.1682 0.3533 0.0 -0.2 1.4
S -18.4510 -9.5391 -1.0732 0.3 0.1 -1.3
C -16.2783 -9.3435 0.0206 0.7 0.2 0.7
C -15.0318 -9.2941 0.8761 0.8 -0.1 0.3
S -16.4191 -9.6821 -1.6944 -0.3 -0.3 -0.4
H -17.4139 -8.3786 2.2551 0.0 -0.2 0.7
H -18.8256 -9.6885 2.1635 1.8 2.0 -1.0
H -18.9317 -8.0044 1.4859 -0.1 0.1 0.0
H -14.1031 -8.9571 0.4134 -0.3 0.2 -0.8
H -14.6770 -10.2661 1.2954 -0.9 0.4 -0.2
H -15.1116 -8.5709 1.6988 -0.4 -0.4 0.0
Cl -21.2145 -18.0740 0.4169 0.2 -0.2 0.3
C -22.1712 -18.2017 -1.0010 0.8 1.1 -1.5
C -23.1263 -19.1375 -1.1334 -1.9 -0.1 -1.3
C -24.0543 -19.0380 -2.2147 0.4 -1.3 1.3
C -23.9467 -18.0327 -3.1022 -0.7 1.5 -2.3
C -22.8797 -17.0992 -3.0922 -0.5 -1.3 0.9
Cl -22.7967 -15.8109 -4.2103 0.1 0.0 0.0
C -21.9633 -17.2618 -2.0762 0.3 0.3 1.3
N -20.9637 -16.2508 -1.8007 -0.2 -0.1 -0.7
C -19.6801 -16.3053 -1.9471 0.4 0.5 1.0
C -18.8872 -15.1698 -1.3473 1.3 -0.3 -2.0
C -17.4449 -16.2925 0.3793 -1.1 -2.0 -0.5
C -17.8263 -17.6059 0.3173 0.6 0.7 2.4
C -17.5717 -18.2362 -1.0107 -1.0 -0.7 -0.1
C -18.8191 -17.2944 -2.6945 0.8 0.7 2.6
C -18.8785 -17.0266 -4.1882 1.2 -0.8 -0.5
C -17.7440 -16.1367 -4.7439 -1.0 -3.5 -1.3
O -17.2059 -16.5251 -5.7503 0.4 0.6 -0.3
O -17.4273 -15.1309 -4.0508 0.8 3.1 1.1
H -23.3251 -19.8726 -0.4101 0.1 -0.8 1.0
H -24.8727 -19.7794 -2.3146 0.7 0.7 0.2
H -24.7274 -17.9081 -3.8823 0.7 -0.1 0.5
H -21.3562 -15.3951 -1.3980 0.3 -0.2 0.0
H -18.6423 -14.6070 -2.3229 -0.5 -0.2 1.2
H -17.3677 -15.6268 1.2091 -0.1 0.0 0.7
H -18.0819 -18.2153 1.2419 0.4 0.8 -1.3
H -16.7788 -18.9911 -0.9028 -0.1 0.4 -0.1
H -19.7594 -16.5730 -4.5977 -1.0 0.0 0.2
H -18.6661 -17.9740 -4.7018 -0.6 0.2 0.0
```
Positions in Å, forces in eV/Å.

Results
Largest force on an atom, hartree/bohr: 0.115
LUMO level (alpha / beta), eV: -6.6 / -6.2
Net charge: +2
Energy relative to the best compared isomer or geometry (same formula, charge and spin), kcal/mol: 127.6
Orbital gap (alpha / beta), eV: 5.42 / 5.76

4.
Molecular formula: C9H12
Method: DFT, ωB97M-V/def2-TZVPD

XYZ file:
```
21
Properties=species:S:1:pos:R:3:forces:R:3
C 0.3955 1.7105 -0.2129 -1.2 0.4 0.3
C 0.0245 0.3477 0.4447 0.3 0.0 -0.5
C 1.3289 -0.3351 0.9265 0.7 -0.7 0.0
C 2.3783 -0.1632 -0.1419 0.4 0.5 -1.3
C 1.3318 -1.2040 -0.4141 0.5 -0.3 0.8
C -1.6112 -0.2155 -0.8424 0.0 -0.5 -0.6
C -2.4293 -0.7282 0.3145 0.3 -1.5 0.1
C -1.5220 0.4389 0.5311 0.0 0.2 0.4
C -0.1678 -0.8071 -0.4977 0.0 -0.5 0.8
H 0.4814 1.7035 -1.3050 -0.3 -0.1 0.1
H 1.3214 2.1173 0.1465 0.4 0.1 0.4
H -0.3975 2.4202 0.0997 0.5 -0.1 -0.6
H 1.5810 -0.6984 1.9197 0.0 0.0 -0.2
H 3.3686 -0.6170 0.0509 -0.7 0.3 0.1
H 2.4526 0.7330 -0.8182 0.0 -1.0 1.0
H 1.5898 -2.2693 -0.3901 0.0 0.5 -0.3
H -1.9669 0.1673 -1.7835 -0.3 0.1 0.0
H -3.4926 -0.5158 0.3736 0.2 0.3 -0.2
H -2.2051 -1.7584 0.6826 -0.2 1.0 -0.2
H -1.9889 1.3579 0.7953 -0.3 0.6 0.2
H -0.4725 -1.6843 0.1207 -0.1 0.7 -0.3
```
Positions in Å, forces in eV/Å.

Results
Structure (SMILES): C[C@]12[C@@H]([C@H]3C[C@H]31)[C@H]1C[C@H]12
Largest force on an atom, hartree/bohr: 0.030
LUMO level, eV: 1.2
Energy relative to the best compared isomer or geometry (same formula, charge and spin), kcal/mol: 140.1
Orbital gap, eV: 9.48